[1]
DFT (wB97M-V/def2-TZVPD) results for C39H41CeN8O3S as an isolated structure.

Results
Frontier orbital gap ... 4.90 eV
Relative energy (zero: lowest compared OMol25 entry of this formula, charge and spin) ... 25.2 kcal per mole
LUMO level ... -10.69 eV
HOMO ... -15.598 eV

```
! RIJCOSX wB97M-V def2-TZVPD def2/J DEFGRID3
* xyz 3 1
H -2.49186 2.94222 -4.13931
C 4.03600 -3.48947 3.52649
H -5.40183 -0.66176 -0.77628
C -3.45684 -3.05856 -2.24420
H -2.17131 -5.46136 1.17728
H 2.04817 -2.12190 5.92545
H -2.16721 5.41533 -2.30893
N -0.02750 -3.07134 -1.40815
C 2.14158 -1.49531 3.85562
N -2.16867 -0.99534 -1.83636
O 2.12292 -1.24369 0.08026
C 3.35289 -3.40341 4.76144
H 1.39357 -0.70018 4.02066
C 2.76098 -1.69481 2.63806
N -1.27184 1.49167 1.52194
C -4.59427 -2.43278 -1.77305
H 0.04091 5.52095 -0.51414
N 1.10334 0.23142 1.61015
H 3.76366 0.53893 -4.46086
C 0.38385 3.66390 3.96329
H -3.77896 -4.48961 2.70742
C -2.06883 3.32539 3.43052
N -1.26354 3.48884 -2.59727
H 1.39913 0.70921 -3.60072
H 2.21509 2.40686 -1.53052
C -2.30370 2.60432 -3.16806
C -2.95406 2.98129 2.41058
C -4.52128 -1.14348 -1.22767
C -2.24693 -2.29131 -2.21124
H -3.50850 -4.02642 -2.74379
H -1.62503 5.05450 -4.02057
H 1.85834 -3.84205 -1.21530
H 2.99057 1.60644 3.06586
H -1.78194 -0.69057 2.13832
C -1.18173 -3.55642 0.70847
C -2.87677 -2.50414 2.62684
H -1.17805 -3.87619 -3.02749
C 1.92782 3.17417 -0.82138
H 2.45832 3.85507 4.17626
C 0.60520 5.19820 -1.39407
H -4.00555 3.23952 2.55613
H -0.97332 -4.92280 -0.88842
H 4.02249 -3.32012 -2.57210
C -1.37838 4.92736 -2.90522
O -0.36098 1.71182 -1.51004
C 3.38555 -2.43639 -2.85031
C -2.45160 2.10569 1.43761
H -3.29705 0.59951 -1.08747
H 1.16452 -4.18839 -2.80384
C -2.03713 -4.41372 1.41316
C -0.94574 -2.90379 -2.52901
O 3.64145 0.35015 1.20750
C 1.66045 3.23291 3.77487
S 2.51345 -0.53303 1.33065
H -2.00212 1.53498 -3.25187
H 0.50257 -4.52997 0.00289
H -2.37355 3.99465 4.24086
C -3.30785 -0.45214 -1.35191
C 3.71281 -2.67944 2.45370
H -0.45147 -2.22398 -3.27401
C 2.45308 -2.32696 4.91932
H -3.19416 2.62414 -2.61757
C 2.02850 -2.28003 -2.55269
C 1.96368 2.02806 3.10577
C -2.97051 -3.85398 2.26711
C 0.91896 1.36542 2.40301
H -3.49395 -2.08905 3.44770
H 3.55898 -4.14934 5.56148
H 1.78184 2.76499 0.19799
N -1.14471 -2.22334 0.93302
H 0.63201 5.26083 -3.52312
H -3.07850 1.94788 0.55381
C -0.31965 2.95772 -1.78408
H 4.26330 -2.84117 1.52183
C -0.07478 5.56879 -2.70685
N 1.44826 -1.05372 -2.61647
H 5.08108 -1.45004 -3.79540
C -0.71307 3.01152 3.34426
H -0.17678 6.64991 -2.80262
H 4.86469 -4.21672 3.44604
C -0.40121 1.87136 2.48528
C 4.02714 -1.39756 -3.59692
C 1.97967 -0.16158 -3.38419
H 2.77076 3.90405 -0.77044
H -5.51492 -3.05210 -1.64790
C 3.28424 -0.26399 -3.89213
C -1.94448 -1.73419 1.92605
Ce 0.09591 -0.29812 -0.45750
C -0.41641 -4.11990 -0.42565
N 0.69746 3.75750 -1.31580
C 1.25166 -3.44555 -2.01420
H 1.62505 5.59816 -1.33630
H 0.13658 4.59561 4.40839
*
```

=====

[2]
DFT (wB97M-V/def2-TZVPD) results for C43H40NiO5PS2 as an isolated structure.

Results
Frontier orbital gap (alpha / beta) ... 8.15 / 8.48 eV
Relative energy (zero: lowest compared OMol25 entry of this formula, charge and spin) ... 0.0 kcal per mole
LUMO level (alpha / beta) ... -2.29 / -2.53 eV
HOMO (alpha / beta) ... -10.437 / -11.006 eV

```
! RIJCOSX wB97M-V def2-TZVPD def2/J DEFGRID3
* xyz 1 3
H 2.11930 2.62455 0.56272
H 0.56027 3.14245 -3.39727
C 1.29929 3.36355 -2.64015
H 2.51618 -5.65142 -2.49368
H -3.28556 -0.75858 3.44617
C -0.67122 3.54613 1.15520
H -0.99060 4.81196 2.84858
C 3.39994 -2.16042 3.88555
C -3.37991 -1.04931 -0.78643
C 3.80869 -2.53074 -2.59517
C 3.45952 -2.26085 5.26637
H 0.38407 3.77687 1.10962
H 4.45592 -1.92064 -3.20935
H -2.43905 -0.26748 1.99054
O 2.71105 -0.03629 -0.23008
H 3.95239 4.18415 0.03988
C -1.15129 0.21762 -3.07439
C -3.01265 -2.35698 -0.52263
C -4.63700 -3.17500 -2.06213
C -2.61230 2.42908 0.29619
C 2.35874 4.20564 -2.94458
H -1.22075 -1.56903 4.47071
H -3.20506 1.02387 -5.65222
C 2.74262 -1.37741 6.06504
H -1.90894 -0.88444 -4.72203
C -2.80780 3.86165 2.21676
C -1.90823 0.08040 -4.23348
C -1.13632 -0.95779 3.57021
H 4.12563 5.17687 -2.21949
H -5.11848 -3.99722 -2.57272
H 4.00832 -4.24218 -3.86383
H -3.41361 4.32317 2.98484
H 1.89796 -2.40418 0.20257
H 4.55908 1.18799 -1.27970
Ni 0.69016 -0.27365 0.01722
C -3.61503 -3.42861 -1.15866
H 4.18886 0.36324 -2.80235
H -3.28430 -4.44113 -0.96726
C -4.39307 -0.80535 -1.69754
C 1.18884 2.81135 -1.36765
C 2.36824 -2.80402 -0.68764
H 5.43732 -0.30041 -1.75159
H -5.81372 -1.68043 -3.04277
H 2.43463 4.63166 -3.93591
C -1.24298 2.68281 0.22202
H 3.97635 -2.83344 3.26448
C 3.55505 -3.84014 -2.96858
C 3.20921 3.95527 -0.71286
P -0.17641 1.71008 -0.89479
C 2.71604 -4.63014 -2.19861
H 2.58006 -1.05926 2.22136
O 0.87031 0.64416 1.86711
O -0.79183 -2.11316 -2.90486
C 4.47876 0.21684 -1.75930
C -1.14602 1.44513 -2.40379
H -1.40561 1.21914 3.52364
C 2.12586 -4.11291 -1.05210
H -2.84762 -0.24187 -0.30080
H -2.42116 -3.18492 2.90072
S 0.89629 0.95360 3.33566
H -1.92085 3.45213 -2.38045
C -1.90875 2.50362 -2.90400
C -1.44883 4.13310 2.14155
H -4.68077 0.21304 -1.92611
H 2.80373 -1.44795 7.14234
C 1.87940 -0.32942 4.09744
H -0.34473 -1.40284 2.96483
C -3.38836 3.01397 1.28531
H -3.09090 1.80101 -0.44226
S -1.72826 -2.68403 0.66361
C -5.02457 -1.86967 -2.32761
C -0.73651 0.46795 3.95289
C -2.63653 1.14270 -4.73920
C -2.64337 2.35870 -4.06829
H 1.47015 -4.73066 -0.45338
O 0.66911 -0.77115 -1.88027
C -0.38465 -1.00912 -2.59052
C -2.70719 -2.39569 2.20496
C 2.16731 3.09316 -0.41223
H 1.40968 0.30155 6.10471
C 3.21179 -1.99823 -1.45365
C 3.30702 4.51117 -1.98114
C 3.41715 -0.58697 -1.07779
C -2.44968 -1.01324 2.78958
C 1.95389 -0.39912 5.48343
H 4.07741 -3.01987 5.72618
H -4.45159 2.81502 1.31758
C 2.60960 -1.18435 3.29397
O -0.79848 -1.50032 0.60205
H -3.75119 -2.53674 1.93221
H -3.21380 3.19372 -4.45240
H -0.70569 0.63872 5.02987
*
```

=====

[3]
DFT (wB97M-V/def2-TZVPD) results for one molecule with the formula C3H4S2.

Results
Frontier orbital gap ... 7.41 eV
Relative energy (zero: lowest compared OMol25 entry of this formula, charge and spin) ... 40.0 kcal per mole
Structure (SMILES) ... CSC=C=S
LUMO level ... -0.68 eV
HOMO ... -8.091 eV

```
! RIJCOSX wB97M-V def2-TZVPD def2/J DEFGRID3
* xyz 0 1
H -0.94773 1.12302 -2.55472
C -0.80668 0.31411 -1.86510
H -0.17664 -0.92171 0.87053
H 1.42089 -0.32700 0.71714
S -0.15513 1.26447 -0.28285
C 0.39968 0.00139 0.88045
S -1.78419 -2.15174 -2.93070
H 0.37681 0.34091 1.84185
C -1.26836 -0.82320 -2.32273
*
```

=====

[4]
DFT (wB97M-V/def2-TZVPD) results for one molecule with the formula C8H16N2OS.

Results
Frontier orbital gap ... 9.61 eV
Relative energy (zero: lowest compared OMol25 entry of this formula, charge and spin) ... 85.9 kcal per mole
Structure (SMILES) ... CCOC(=S)N1CCN(C)CC1
LUMO level ... 0.75 eV
HOMO ... -8.852 eV

```
! RIJCOSX wB97M-V def2-TZVPD def2/J DEFGRID3
* xyz 0 1
C -0.18435 0.16416 1.73045
C -0.04435 0.30300 -1.97380
N -0.52807 0.10270 0.36547
C -1.34551 -1.56780 -1.23316
H -2.49371 0.14933 -0.30390
H -0.52356 -2.33436 -0.72473
H -2.07704 -2.37841 -1.60058
H -2.47105 -1.18656 0.69411
H 2.67377 0.92146 3.11700
C -0.38831 -1.63782 -3.43437
H 0.55034 0.66743 -2.81664
C 1.58928 1.08912 3.04388
S -1.06598 -0.13194 2.96202
H 1.67724 3.27662 3.83215
H -0.01215 -1.03482 -4.27086
C -1.84204 -0.55412 -0.01088
O 1.19255 0.55578 1.76774
H -0.99217 -2.40942 -3.66430
H 0.75584 -1.95018 -3.07022
C 1.16134 2.62536 2.93993
H 1.46632 2.91532 1.84903
H 1.09222 -1.42905 -0.67238
C 0.69115 -0.20928 -0.68374
N -1.10376 -0.84767 -2.49750
H 0.06463 2.48606 3.06134
H -0.62027 1.20919 -1.59465
H 1.77544 0.44438 -0.64290
H 1.00221 0.76151 3.83150
*
```